(1)
A structure of composition C53H51IrO8P2. Source: the Open Molecules 2025 dataset; level of theory: wB97M-V/def2-TZVPD.

XYZ file:
```
115
Properties=species:S:1:pos:R:3:mulliken_charge:R:1
Ir 0.8360 -1.6293 0.3516 5.287
C 1.7992 0.2247 -2.4040 -0.703
O 1.7304 -0.9734 -1.6047 -0.526
C 2.9508 -1.7414 -1.6820 -1.309
C 3.7634 -1.4709 -0.4474 0.192
O 2.9893 -2.0127 0.6495 -0.746
C 3.3997 -1.5210 1.9437 -1.162
C 2.7200 -0.2011 2.2153 0.076
O 1.3047 -0.4172 2.0736 -0.775
C 0.5118 0.4486 2.9125 -0.705
H 1.8567 -0.0730 -3.4512 0.307
H 2.6743 0.8099 -2.1213 0.710
H 0.8979 0.7959 -2.2274 -0.344
H 3.4921 -1.4752 -2.5886 0.770
H 2.6686 -2.7922 -1.7305 0.311
H 3.8872 -0.3922 -0.3086 -0.123
H 4.7379 -1.9595 -0.4664 0.515
H 4.4854 -1.4199 1.9644 0.549
H 3.0891 -2.2758 2.6633 0.359
H 3.0207 0.5871 1.5227 -0.200
H 2.9250 0.1181 3.2379 0.774
H 0.8208 0.2852 3.9446 0.562
H -0.5239 0.1519 2.7923 0.170
H 0.6612 1.4879 2.6284 0.252
C -3.6644 4.0388 3.4117 -2.868
C -2.9346 3.4538 2.2078 2.395
C -3.5729 4.0220 0.9214 -1.486
C -3.0225 1.9407 2.1428 0.284
C -3.9726 1.2190 2.8505 -0.346
C -4.1051 -0.1451 2.6743 -1.779
C -3.3002 -0.7889 1.7568 -0.729
C -2.3036 -0.1122 1.0382 0.199
P -1.3517 -1.1546 -0.1241 2.652
C -1.3700 -0.4580 -1.7893 0.095
C -0.9570 -1.3132 -2.8179 -0.506
C -0.9766 -0.8788 -4.1298 -0.809
C -1.4000 0.4133 -4.4264 -1.088
C -1.8205 1.2585 -3.4126 -0.303
C -1.8173 0.8241 -2.0930 -0.542
C -2.3809 -2.6438 -0.2944 0.046
C -2.3375 -3.6750 0.6450 -0.517
C -3.1724 -4.7734 0.5199 -0.901
C -4.0739 -4.8453 -0.5329 -0.769
C -4.1512 -3.8065 -1.4479 -0.931
C -3.3109 -2.7090 -1.3322 -0.564
C -2.1519 1.2635 1.2870 -1.113
O -1.1226 1.9476 0.6778 0.515
C -0.6446 3.0932 1.3224 -0.958
C 0.6520 3.5066 1.0171 0.132
C 1.1782 4.5726 1.7428 -1.200
C 0.4244 5.2156 2.7117 -1.489
C -0.8968 4.8512 2.9100 -0.181
C -1.4601 3.8004 2.1941 0.159
P 1.5469 2.6945 -0.3521 2.752
C 0.7081 3.4601 -1.8021 0.074
C 1.3034 3.2954 -3.0560 -0.289
C 0.7303 3.8358 -4.1958 -0.907
C -0.4512 4.5605 -4.1043 -0.705
C -1.0443 4.7439 -2.8653 -0.740
C -0.4707 4.1966 -1.7233 -0.172
C 3.1365 3.6016 -0.3916 0.071
C 3.2470 4.9125 -0.8602 -0.367
C 4.4720 5.5595 -0.8581 -0.789
C 5.6069 4.9088 -0.3888 -0.664
C 5.5135 3.6059 0.0741 -0.887
C 4.2846 2.9594 0.0651 -0.318
H -4.7279 3.8074 3.3665 0.564
H -3.5889 5.1251 3.4042 0.564
H -3.2636 3.6693 4.3568 0.442
H -4.6318 3.7624 0.8816 0.451
H -3.0911 3.6247 0.0254 0.238
H -3.4799 5.1089 0.9075 0.404
H -4.6296 1.7328 3.5372 0.505
H -4.8521 -0.7021 3.2220 0.477
H -3.4599 -1.8416 1.5959 0.545
H -0.6328 -2.3218 -2.5888 0.551
H -0.6681 -1.5460 -4.9241 0.505
H -1.4134 0.7546 -5.4533 0.424
H -2.1559 2.2598 -3.6435 0.676
H -2.1590 1.4907 -1.3162 -0.040
H -1.6949 -3.6013 1.5102 0.884
H -3.1248 -5.5674 1.2538 0.489
H -4.7271 -5.7020 -0.6310 0.452
H -4.8684 -3.8475 -2.2565 0.488
H -3.3858 -1.9085 -2.0548 0.540
H 2.1868 4.9071 1.5419 0.540
H 0.8536 6.0306 3.2781 0.439
H -1.4991 5.4021 3.6182 0.465
H 2.2546 2.7812 -3.1416 0.556
H 1.2180 3.7103 -5.1539 0.477
H -0.8916 4.9977 -4.9907 0.406
H -1.9498 5.3316 -2.7786 0.445
H -0.9370 4.3870 -0.7665 0.342
H 2.3699 5.4305 -1.2285 0.508
H 4.5426 6.5756 -1.2231 0.444
H 6.5619 5.4168 -0.3893 0.416
H 6.3952 3.0923 0.4343 0.454
H 4.2274 1.9356 0.4197 0.224
O 0.6965 -3.4366 -0.5555 -1.469
C 0.6350 -4.0290 0.5904 1.037
O 0.5790 -3.2004 1.5878 -1.255
C 0.6164 -5.4562 0.7450 0.259
C 0.4670 -5.9953 2.0231 -0.438
C 0.4138 -7.3705 2.2178 -1.257
C 0.5181 -8.1551 1.0899 1.062
O 0.4984 -9.4930 1.0207 -0.467
C 0.6273 -9.8453 -0.3680 -0.248
O 0.7480 -8.6207 -1.0982 -0.485
C 0.6676 -7.6168 -0.1912 0.516
C 0.7185 -6.2726 -0.4043 -1.001
H 0.3909 -5.3294 2.8720 0.563
H 0.2993 -7.8093 3.1981 0.467
H -0.2690 -10.3761 -0.6852 0.268
H 1.5264 -10.4438 -0.5021 0.270
H 0.8247 -5.8514 -1.3935 0.600
```

Summary:
Total charge: +2
LUMO energy: -0.197 hartree

---

(2)
A structure of composition C53H54Cl3CsN6O8PSeTe at a distorted geometry. Source: the Open Molecules 2025 dataset; level of theory: wB97M-V/def2-TZVPD.

XYZ file:
```
128
Properties=species:S:1:pos:R:3:mulliken_charge:R:1
Cs -0.1247 0.9519 -0.1135 1.001
N 2.4833 2.5765 -2.6215 -0.266
C 3.8935 2.2114 -2.3596 -0.843
C 4.0455 0.7300 -2.0099 0.420
C 3.5502 0.4544 -0.5937 -0.064
O 4.3013 0.7774 0.3271 -0.748
O 2.3431 -0.0015 -0.4563 -0.435
H 2.4029 3.5792 -2.7381 0.207
H 1.8874 2.3243 -1.8440 -0.097
H 4.3522 2.7951 -1.5581 0.326
H 4.4537 2.4159 -3.2722 0.457
H 5.1034 0.4725 -2.0496 0.417
H 3.4997 0.1273 -2.7347 -0.476
C -3.9855 0.0395 -0.2649 -0.783
O -2.9261 -0.7894 -0.7061 0.650
C -3.2621 -2.1538 -0.6566 -0.709
C -2.2023 -2.9406 -1.3639 0.085
O -1.0319 -3.0080 -0.5662 0.140
C 0.0297 -3.6501 -1.2476 -0.699
H -4.8750 -0.1056 -0.8942 0.283
H -3.6491 1.0743 -0.3322 0.084
H -4.2546 -0.1832 0.7733 0.247
H -4.2165 -2.3335 -1.1608 0.420
H -3.3562 -2.4948 0.3850 -0.040
H -1.9853 -2.4660 -2.3275 -0.229
H -2.5875 -3.9526 -1.5590 0.437
H -0.2282 -4.6945 -1.4645 0.340
H 0.9003 -3.6222 -0.5927 0.220
H 0.2770 -3.1311 -2.1781 0.082
O 1.8768 -1.7672 -2.4340 -0.644
N 1.0880 -0.9604 -3.2602 0.739
C 1.6785 -0.7652 -4.3650 -1.238
C 1.2013 0.0903 -5.4795 0.624
C 2.0017 0.0754 -6.6226 -0.822
C 1.7220 0.8674 -7.7189 -0.761
C 0.6163 1.7072 -7.6816 -0.769
C -0.1934 1.7314 -6.5558 -0.817
C 0.0706 0.9318 -5.4368 0.640
P -1.0361 0.9741 -3.9497 1.596
C -2.0042 2.4982 -4.3086 -0.147
C -1.4873 3.6758 -3.7704 -0.393
C -2.1033 4.9023 -4.0091 -0.504
C -3.2590 4.9588 -4.7726 -0.669
C -3.7975 3.7895 -5.3013 -0.711
C -3.1731 2.5686 -5.0762 0.123
C -2.2282 -0.3664 -4.3646 0.541
C -3.5124 -0.2938 -3.8191 -0.575
C -4.4580 -1.2730 -4.0875 -0.792
C -4.1197 -2.3791 -4.8596 -0.653
C -2.8359 -2.4789 -5.3758 -0.635
C -1.9033 -1.4728 -5.1408 -0.436
H 1.9239 -1.2501 -1.5713 0.382
H 2.6602 -1.2193 -4.5053 0.263
H 2.8736 -0.5709 -6.6324 0.434
H 2.3649 0.8384 -8.5901 0.383
H 0.3806 2.3448 -8.5256 0.427
H -1.0471 2.3972 -6.5484 0.359
H -0.6078 3.6221 -3.1373 0.350
H -1.6938 5.8067 -3.5734 0.480
H -3.7495 5.9098 -4.9453 0.354
H -4.7060 3.8306 -5.8904 0.420
H -3.5877 1.6655 -5.5044 0.472
H -3.7782 0.5581 -3.2090 0.507
H -5.4607 -1.1777 -3.6874 0.438
H -4.8521 -3.1522 -5.0600 0.363
H -2.5598 -3.3335 -5.9809 0.419
H -0.9134 -1.5550 -5.5824 0.265
Cl -4.8026 5.0883 4.5382 -0.287
C -3.9457 4.3971 3.1729 0.197
C -3.4578 3.1054 3.2482 -0.970
C -2.7826 2.5726 2.1650 0.498
Cl -2.1264 0.9547 2.3365 0.406
C -2.5673 3.2475 0.9198 -1.025
O -1.9691 2.7148 -0.0682 -0.461
C -3.0753 4.5825 0.9487 0.351
Cl -2.8223 5.5480 -0.4885 -0.203
C -3.7443 5.1425 2.0250 -0.732
H -3.5900 2.5220 4.1504 0.482
H -4.1070 6.1602 1.9621 0.436
Se 2.3651 1.3681 2.5502 0.435
N 1.2220 2.5113 1.8550 -0.079
C 1.4689 3.6962 2.3916 0.429
C 0.7544 4.8941 2.0746 -0.602
C 1.0955 6.0357 2.7265 -0.570
C 2.1441 6.0578 3.7077 -0.508
C 2.8437 4.9407 4.0377 -0.753
C 2.5172 3.7127 3.3865 0.631
N 3.1028 2.5395 3.6228 -0.799
H -0.0436 4.8594 1.3414 0.432
H 0.5633 6.9540 2.5100 0.427
H 2.3766 6.9969 4.1957 0.363
H 3.6345 4.9521 4.7765 0.456
O 0.4802 -5.0371 5.0629 -0.531
C 0.4835 -4.4171 6.3232 -0.370
N 1.7947 -3.9532 6.7396 -0.007
C 2.2885 -2.6873 6.9054 -0.090
O 3.2953 -2.4830 7.5590 -0.670
C 1.5520 -1.5495 6.2748 0.279
C 1.4056 -0.3584 6.9747 -0.547
C 0.7223 0.6867 6.3831 -0.883
C 0.1928 0.5032 5.1115 -0.444
N 0.3483 -0.6289 4.4209 0.532
C 1.0498 -1.6114 4.9885 -0.315
H 0.1775 -4.4093 4.3864 0.217
H 0.1657 -5.1647 7.0458 0.360
H -0.2165 -3.5874 6.3737 0.246
H 2.4059 -4.6543 7.1313 0.273
H 1.8340 -0.2722 7.9660 0.469
H 0.5937 1.6334 6.8931 0.479
H -0.3762 1.2868 4.6211 0.310
H 1.2178 -2.4898 4.3779 0.751
C -2.4543 -4.4721 2.4191 -1.346
Te -1.3237 -2.6379 2.6659 -0.249
C -2.4202 -2.5059 4.5255 -0.884
C -2.9349 -3.8982 4.8237 0.535
C -3.3870 -4.2468 6.0972 -0.687
C -3.8594 -5.5255 6.3598 -0.644
C -3.8886 -6.4710 5.3403 -0.606
C -3.4432 -6.1292 4.0709 -0.719
C -2.9632 -4.8475 3.7993 0.715
H -1.7946 -5.2411 2.0216 0.521
H -3.2648 -4.3176 1.7073 0.593
H -3.2376 -1.7993 4.3822 0.671
H -1.7819 -2.1190 5.3188 0.360
H -3.3610 -3.5065 6.8897 0.444
H -4.1980 -5.7844 7.3551 0.393
H -4.2488 -7.4734 5.5343 0.399
H -3.4522 -6.8673 3.2763 0.449
```

Summary:
Total charge: -1
LUMO energy: 0.068 hartree

---

It is found that the E_tot values, taken in the order of the records, are -3438.707357, -7394.067369 a.u..
It is found that the relative energy (zero: lowest compared OMol25 entry of this formula, charge and spin) values, taken in the order of the records, are 0.0, 0.0 kJ/mol.
It is found that the HOMO level values, taken in the order of the records, are -0.4624, -0.1842 hartree.